{"formula": "C7H11N2OS", "method": "the ωB97M-V functional and the def2-TZVPD basis", "smiles": "CO/[NH+]=C(\\N)[C@H]1C=CC=CS1", "orbital_gap_ha": 0.3167, "lumo_energy_ev": -3.6, "total_charge": 1, "largest_force_ev_per_a": 1.32, "elements": ["C", "C", "C", "C", "C", "C", "C", "N", "N", "O", "S", "H", "H", "H", "H", "H", "H", "H", "H", "H", "H", "H"], "positions_angstrom": [[-1.8856, 1.3128, 0.4796], [-0.8574, 1.6484, 1.4363], [-1.6555, 1.0950, -0.8198], [0.3445, 2.1074, 1.0673], [0.4082, -0.3030, -1.2426], [-0.2789, 1.0211, -1.4061], [0.8929, -2.5346, 1.3809], [1.3963, -0.6554, -2.0377], [0.0606, -1.0627, -0.2302], [0.6889, -2.2763, 0.0005], [0.8926, 2.2108, -0.5797], [-2.9020, 1.3253, 0.8424], [-1.1196, 1.6444, 2.4827], [-2.4694, 0.9622, -1.5145], [1.0635, 2.5066, 1.7630], [-0.2780, 1.3067, -2.4596], [1.3683, -3.5124, 1.4065], [-0.0575, -2.5791, 1.9183], [1.5508, -1.7900, 1.8352], [1.7027, -0.0607, -2.7913], [1.9015, -1.5133, -1.8572], [-0.7670, -0.8530, 0.3260]], "forces_ev_per_a": [[-0.0227, 0.0161, -0.3345], [0.3147, 0.1084, 0.2466], [-0.1506, 0.0314, 0.0448], [-0.1416, -0.1664, -0.2528], [0.1386, -0.5295, 0.2493], [0.5572, 0.4649, 0.5170], [0.1359, 0.0919, 0.6916], [0.0782, -0.3076, 0.0003], [-0.0222, -0.1929, 0.3380], [-0.1997, 0.4963, -1.2021], [-0.4003, -0.0251, -0.2943], [-0.1573, -0.0451, -0.0501], [0.0346, 0.0449, 0.1259], [-0.1668, -0.0424, -0.0378], [0.0737, 0.0335, 0.1912], [0.0231, -0.1188, 0.0611], [-0.0529, 0.0507, -0.0112], [0.0066, 0.0002, -0.0609], [-0.0514, -0.0133, -0.0784], [-0.0608, -0.0035, 0.0812], [-0.0227, 0.1045, -0.0516], [0.0865, 0.0017, -0.1733]]}

=====

{"formula": "C7H11N3O2", "method": "the ωB97M-V functional and the def2-TZVPD basis", "orbital_gap_ha": 0.3254, "lumo_energy_ev": 0.4, "largest_force_ev_per_a": 3.83, "elements": ["C", "C", "C", "C", "C", "C", "C", "N", "N", "N", "O", "O", "H", "H", "H", "H", "H", "H", "H", "H", "H", "H", "H"], "positions_angstrom": [[-1.7436, 1.9149, 0.1313], [-2.3583, 0.7136, -0.1513], [-0.1519, 0.4315, 0.3171], [2.7499, 1.2308, -0.0889], [-3.8457, 0.3426, -0.4288], [1.9858, -2.6100, 0.0259], [2.0964, -0.2367, 0.4856], [-0.4175, 1.7041, 0.4193], [-1.2741, -0.2259, -0.0388], [2.2033, -1.2756, -0.2983], [3.2851, 1.0960, -1.1915], [2.4286, 2.1666, 0.6054], [-2.0182, 2.8693, 0.4067], [-4.3178, -0.3700, 0.2390], [-4.3730, 1.2438, -0.2524], [-3.7920, -0.0816, -1.4461], [2.9241, -3.1345, 0.2135], [1.3989, -2.5678, 0.9973], [1.5464, -3.1395, -0.7234], [2.1845, -0.3968, 1.5238], [0.1828, 2.4232, 0.7846], [-1.2415, -1.2058, -0.3658], [2.5476, -0.8920, -1.1643]], "forces_ev_per_a": [[-0.6063, -1.8207, 0.1536], [0.2065, -0.0184, 0.7398], [3.0785, -2.2390, 0.4027], [-1.5073, -2.2014, -1.0773], [2.8262, -0.3566, -0.2663], [0.8450, 0.0213, 3.7122], [0.5160, 1.3187, -1.0911], [-1.4360, -0.3992, -0.2071], [-0.6931, 0.9877, -0.4414], [0.7223, 2.8459, -0.5518], [0.1720, -0.3595, 0.3454], [-0.0395, 1.2104, 1.1403], [-1.6467, 1.7315, -0.1424], [0.5572, -0.3791, 0.2586], [-0.7896, 0.9134, -0.7406], [-0.9565, 0.5240, 0.2520], [0.1546, -0.0170, 0.2631], [0.4580, -0.6731, -1.2598], [-1.8150, -1.3723, -2.0260], [-0.7948, -0.0623, 1.3052], [0.7792, -0.2032, -0.1966], [-0.2762, 1.1563, 0.5256], [0.2455, -0.6074, -1.0979]]}

=====

{"formula": "C7H11N3OS", "method": "the ωB97M-V functional and the def2-TZVPD basis", "orbital_gap_ha": [0.2143, 0.2408], "lumo_energy_ev": [0.7, -2.4], "spin_multiplicity": 3, "s2": 2.0212, "largest_force_ev_per_a": 5.88, "elements": ["C", "C", "C", "C", "C", "C", "C", "N", "N", "N", "O", "S", "H", "H", "H", "H", "H", "H", "H", "H", "H", "H", "H"], "positions_angstrom": [[2.1646, 0.7206, -0.8101], [1.5184, 1.5602, -1.7802], [0.2036, 1.2355, -1.6888], [-1.1238, 0.4032, 4.3921], [-0.9539, -1.0783, 4.2995], [-0.0768, 0.0586, 3.7750], [-1.0341, 1.8558, -2.2744], [1.2871, -0.1140, -0.2023], [0.1298, 0.1796, -0.7658], [2.0951, 2.5527, -2.4870], [-1.4664, -1.3047, -2.0666], [-1.2973, -0.7893, -0.6945], [3.2002, 0.8138, -0.4262], [-0.7047, -1.7944, 0.0088], [-1.5771, 1.3653, 4.5853], [-0.7544, -1.6128, 5.2754], [-1.3810, -1.6917, 3.4255], [0.7103, 0.1586, 3.0473], [-1.5938, 1.1649, -2.8762], [-1.6615, 2.0623, -1.4136], [-0.8006, 2.6652, -2.8424], [2.9284, 2.8077, -1.9797], [2.4009, 2.2394, -3.3997]], "forces_ev_per_a": [[2.7892, 4.2550, -2.9552], [2.6319, -3.0129, 3.2413], [-2.6006, 0.8833, -1.9580], [-0.8712, 1.8789, 0.0518], [0.0192, -0.9438, -0.4476], [1.4988, -1.8446, -0.7130], [0.6779, -2.6769, 2.3136], [-1.0819, -2.9523, 2.2623], [-3.2756, -1.4727, 1.3876], [1.1279, 1.6055, -1.1194], [-0.4053, -0.2010, 0.1294], [0.4275, 0.3680, -1.0784], [-0.8876, -0.1083, -0.4588], [0.5637, 0.2525, 0.3355], [-0.8010, -0.5123, 0.2914], [0.0789, 0.3133, -1.4430], [-0.0845, 0.7777, 1.8014], [0.1688, 0.3208, 0.3968], [-0.2390, -0.6302, -0.3816], [-0.4416, 0.5701, 0.0911], [0.6377, 2.5537, -1.3448], [0.2853, 0.4155, -0.1659], [-0.2185, 0.1608, -0.2366]]}

=====

{"formula": "C7H11N4", "method": "the ωB97M-V functional and the def2-TZVPD basis", "orbital_gap_ha": [0.2571, 0.2603], "lumo_energy_ev": [-4.7, -4.5], "total_charge": 1, "largest_force_ev_per_a": 5.44, "elements": ["C", "C", "C", "C", "C", "C", "C", "N", "N", "N", "N", "H", "H", "H", "H", "H", "H", "H", "H", "H", "H", "H"], "positions_angstrom": [[0.2492, 2.0474, 0.1108], [-1.9541, 1.5891, -0.4389], [0.6602, -0.8828, -0.9772], [2.8351, -0.5186, 0.1783], [-1.4529, -1.1171, 0.2725], [-0.5691, -0.2698, -0.3208], [2.2069, 0.7657, 0.7716], [-0.7404, 1.1387, -0.1647], [1.4401, 1.6078, 0.3772], [1.7138, -1.3838, -0.0436], [-2.5529, -0.8816, 0.9526], [0.1309, 3.0369, 0.3565], [-2.1170, 2.6095, -0.4914], [-2.7220, 0.9630, -0.7166], [0.3684, -1.8308, -1.4379], [1.3529, -0.2940, -1.6710], [3.3170, -0.3465, -0.8584], [3.5746, -0.7895, 0.7722], [-1.2003, -2.1227, -0.0261], [1.3525, -1.8652, 0.7025], [-2.7023, 0.0604, 1.2933], [-3.1908, -1.5158, 1.3592]], "forces_ev_per_a": [[1.3456, -1.0981, -0.1698], [2.3701, -0.1941, 0.6105], [2.0888, -0.4029, 0.2854], [-2.5008, 2.3115, -4.2398], [1.3402, -0.4554, -1.8489], [1.0246, -0.4831, 0.6341], [-0.9651, 0.4031, -1.3247], [-2.5912, 1.1656, -0.9374], [1.6140, -2.4935, 1.2467], [1.0739, 1.5165, -1.6827], [-0.7578, 1.8560, 0.9498], [-1.2728, 2.1341, -0.2077], [-0.1496, 1.8863, 0.2808], [-1.1917, -1.5252, -0.6156], [-0.3561, 0.5250, -0.5544], [-2.0199, -0.3308, 0.3432], [-0.7110, 0.2622, 1.5598], [2.9619, -2.0614, 2.8619], [-0.4662, -0.5104, 0.4647], [-0.7478, -1.1758, 2.3467], [-0.0291, -0.1269, -0.1040], [-0.0600, -1.2026, 0.1015]]}

=====

{"formula": "C7H11N4", "method": "the ωB97M-V functional and the def2-TZVPD basis", "smiles": "c1ncc(CC2=[NH+]CCN2)[nH]1", "orbital_gap_ha": 0.3391, "lumo_energy_ev": -3.3, "total_charge": 1, "largest_force_ev_per_a": 4.30, "elements": ["C", "C", "C", "C", "C", "C", "C", "N", "N", "N", "N", "H", "H", "H", "H", "H", "H", "H", "H", "H", "H", "H"], "positions_angstrom": [[-2.4336, 0.9246, -1.0901], [-1.7599, 3.0381, -1.2633], [-1.2061, 0.9181, -1.6593], [0.2990, -0.5241, -0.2872], [0.5478, -0.3966, 2.0347], [1.1571, -1.7113, 1.4683], [-0.0700, -0.0961, -1.7057], [-2.7763, 2.2308, -0.8591], [-0.7836, 2.2402, -1.7348], [0.0660, 0.2247, 0.7514], [0.9980, -1.5849, 0.0339], [-3.1337, 0.1201, -0.7999], [-1.5871, 4.1962, -1.3375], [-0.3571, -0.5476, 2.7235], [1.3695, 0.2391, 2.4840], [2.1276, -1.9222, 1.8045], [0.4713, -2.5749, 1.8874], [-0.2710, -0.9960, -2.3601], [0.7832, 0.4351, -2.2035], [0.2247, 2.4337, -1.8865], [-0.4373, 1.1555, 0.8015], [1.5450, -2.2867, -0.5927]], "forces_ev_per_a": [[-0.7221, 0.8431, 0.2323], [-0.7704, 0.0678, 0.2558], [2.1456, -0.5183, 0.2145], [0.5962, 0.9110, -1.7640], [0.1148, 0.5378, -0.1454], [-3.5605, -1.5091, 1.8807], [-0.4622, -0.4118, -0.8829], [0.1978, 2.2074, -0.3096], [1.5004, -0.9012, -0.2670], [-0.9785, 1.7116, 2.0669], [1.9166, -2.6403, -1.1740], [0.7142, 0.5560, -0.3717], [-1.0506, -2.5639, 0.5480], [1.6456, 0.2433, -0.8832], [-1.2846, -0.5103, -0.2841], [1.4473, -0.0528, 0.1073], [1.4425, 1.3302, -1.0802], [0.1090, 0.8606, 0.8983], [-0.3491, -0.7365, 0.6549], [-1.3925, 0.3651, -0.1259], [0.6407, -1.8573, -0.6974], [-1.8999, 2.0677, 1.1267]]}

=====

{"formula": "C7H11N4", "method": "the ωB97M-V functional and the def2-TZVPD basis", "orbital_gap_ha": [0.2958, 0.2019], "lumo_energy_ev": [-3.2, -6.8], "total_charge": 1, "spin_multiplicity": 3, "s2": 2.0151, "largest_force_ev_per_a": 3.76, "elements": ["C", "C", "C", "C", "C", "C", "C", "N", "N", "N", "N", "H", "H", "H", "H", "H", "H", "H", "H", "H", "H", "H"], "positions_angstrom": [[0.7904, -1.5982, -2.5062], [-0.1034, -0.7037, -3.3009], [0.1054, -1.9141, -1.3916], [-1.2245, -0.5852, -2.6007], [-0.3277, 0.3632, 1.1270], [0.5246, 1.2485, 3.0713], [1.2895, 1.8306, 1.8262], [-1.0754, -1.2014, -1.3773], [-0.5040, 0.4896, 2.4065], [0.7778, 0.9624, 0.7733], [-1.9886, -1.4336, -0.5312], [1.7555, -1.9213, -2.9472], [0.1884, -0.3750, -4.2778], [0.3966, -2.5757, -0.5778], [-2.0777, 0.0797, -2.7449], [0.9660, 0.6348, 3.7806], [0.0438, 2.0265, 3.5898], [0.9584, 2.8027, 1.6055], [2.3732, 1.7790, 1.8472], [-1.2007, 0.1159, 3.1039], [1.1513, 0.8674, -0.1661], [-2.8189, -0.8920, -0.7096]], "forces_ev_per_a": [[-0.1176, 0.8112, -2.0363], [2.1714, -1.6623, 0.2235], [1.8403, -0.4324, 0.8769], [-1.3241, 2.1927, -0.0362], [0.9316, -0.0455, 1.1520], [0.2567, 1.4425, -2.1392], [0.4835, -1.4467, 0.9695], [0.9902, -0.4263, -2.1430], [-2.9110, -1.3862, 1.9106], [-0.3432, -0.6973, -2.1221], [-1.7495, -0.6722, 3.2571], [-0.8303, 0.0012, 0.9654], [-0.3429, 0.3985, -0.1696], [-0.4391, 0.2660, -0.1800], [0.1557, -0.4992, -0.0817], [1.6733, -1.1208, 1.0130], [-0.4381, 1.1815, 0.7227], [-0.2241, 1.4688, 0.0027], [0.0110, 0.0109, 0.2011], [0.4818, 0.1450, -2.1551], [0.0079, 0.1778, 0.2309], [-0.2833, 0.2928, -0.4621]]}

=====

We obtain energy relative to the best compared isomer or geometry (same formula, charge and spin) values of 128.02; 291.06; 475.82; 585.16; 135.99; 161.64 kJ/mol for the records listed above, in that order.